(1)
Density functional theory data (ωB97M-V/def2-TZVPD) for a cluster of 4 separate species, C27H36Cl3N6O10P in total.

As for the SMILES: CCCOCc1cccc2c1C(=O)c1c(c(CC(=O)Cl)cc(CP(=O)(O)O)c1[C@H](Cl)[C@H](C)Cl)C2=O.NC(N)=O.NC(N)=O.NC(N)=O. For the HOMO-LUMO gap, the calculation gives 8.482 eV. The HOMO energy comes out at -9.461 eV. The largest force on an atom is 0.0589 hartree/bohr.

Element x y z (Å)
C: -1.103 4.119 -2.434
C: 0.038 3.585 -1.473
C: 0.726 2.250 -2.007
O: -0.255 1.337 -2.550
C: 0.351 0.356 -3.395
C: 1.659 -0.281 -2.778
C: 2.958 -0.258 -3.473
C: 4.138 -0.858 -2.818
C: 4.033 -1.461 -1.479
C: 2.729 -1.481 -0.817
C: 1.528 -0.905 -1.468
C: 0.168 -1.005 -0.692
O: -0.850 -1.333 -1.256
C: 0.277 -0.698 0.833
C: 1.475 -1.275 1.486
C: 1.686 -1.062 2.909
C: 2.953 -1.606 3.659
C: 4.114 -0.595 3.368
O: 4.088 0.511 3.801
Cl: 5.498 -1.086 2.319
C: 0.672 -0.292 3.661
C: -0.540 0.262 3.034
C: -1.589 1.029 3.900
P: -1.285 0.991 5.729
O: -0.005 1.708 6.050
O: -1.293 -0.573 6.276
O: -2.496 1.920 6.438
C: -0.734 0.076 1.570
C: -1.935 0.643 0.757
Cl: -2.275 2.417 1.118
C: -3.261 -0.257 0.870
C: -3.921 -0.282 -0.590
Cl: -4.527 0.454 1.968
C: 2.503 -2.084 0.610
O: 3.062 -3.067 1.028
H: -2.076 4.090 -1.870
H: -0.905 5.215 -2.619
H: -1.146 3.575 -3.409
H: 0.875 4.314 -1.317
H: -0.365 3.314 -0.455
H: 1.435 2.503 -2.839
H: 1.237 1.804 -1.104
H: -0.373 -0.479 -3.574
H: 0.623 0.794 -4.394
H: 3.022 0.196 -4.488
H: 5.129 -0.861 -3.337
H: 4.944 -1.889 -0.989
H: 2.754 -1.548 4.765
H: 3.181 -2.667 3.400
H: 0.904 -0.161 4.749
H: -1.551 2.109 3.588
H: -2.600 0.563 3.724
H: -2.231 -0.776 6.492
H: -2.319 2.833 6.127
H: -1.697 0.644 -0.343
H: -3.019 -1.330 1.094
H: -5.022 -0.420 -0.451
H: -3.502 -1.091 -1.236
H: -3.791 0.733 -1.068
N: 0.135 -1.635 -6.263
C: 1.371 -1.425 -6.786
N: 2.067 -2.558 -7.077
O: 1.824 -0.305 -6.980
H: -0.255 -2.547 -6.095
H: -0.409 -0.822 -6.035
H: 2.986 -2.444 -7.466
H: 1.713 -3.484 -6.924
N: 1.170 4.157 9.148
C: -0.093 4.384 9.603
N: -1.063 3.683 8.954
O: -0.336 5.154 10.518
H: 1.388 3.527 8.397
H: 1.916 4.655 9.601
H: -2.011 3.821 9.259
H: -0.879 3.047 8.201
N: -2.361 -6.004 -7.282
C: -2.342 -4.918 -6.463
N: -3.339 -4.018 -6.683
O: -1.495 -4.763 -5.596
H: -3.046 -6.150 -7.999
H: -1.639 -6.691 -7.148
H: -3.357 -3.202 -6.096
H: -4.043 -4.126 -7.389


(2)
Density functional theory data (ωB97M-V/def2-TZVPD) for a cluster of 2 separate species, FHNO3P in total.

For the HOMO-LUMO gap, the calculation gives 5.749 eV. As for the net charge: -2. The HOMO energy comes out at 1.548 eV. The largest force on an atom is 0.0531 hartree/bohr. The energy above the lowest of the compared OMol25 structures with the same formula, charge and spin is 95.0 kJ/mol.

Element x y z (Å)
N: 1.761 0.061 0.583
O: -1.893 -0.352 1.272
O: -1.333 -1.131 -1.122
O: -1.692 1.354 -0.642
F: 2.662 0.941 -0.217
P: -1.439 -0.019 -0.124
H: 1.934 -0.855 0.249


(3)
Density functional theory data (ωB97M-V/def2-TZVPD) for a cluster of 2 separate species, C2H2I2S2 in total.

For the HOMO-LUMO gap (spin up / spin down), the calculation gives 6.622 / 6.617 eV. The HOMO energy (spin up / spin down) comes out at -8.953 / -8.949 eV. The largest force on an atom is 0.0521 hartree/bohr. The energy above the lowest of the compared OMol25 structures with the same formula, charge and spin is 287.9 kJ/mol.

Element x y z (Å)
C: -0.018 -0.143 -1.006
C: -0.084 0.835 -0.149
S: -2.088 -2.031 -0.701
S: 0.960 2.284 -0.321
I: 0.991 -0.512 -2.731
I: -1.380 0.806 1.522
H: -1.168 -2.996 -0.673
H: 1.007 2.608 0.970